(1)
120
Properties=species:S:1:pos:R:3:forces:R:3 method="wB97M-V/def2-TZVPD" charge=+1 e_homo_ev=-11.3 orbital_gap_ev=7.04 total_energy_ev=-86489.72543
S 3.25173 -1.60663 2.26531 0.20 -0.42 0.27
O 2.38295 -3.05443 -0.73662 -0.88 0.48 0.01
O 0.52212 0.17491 -1.67627 -0.45 0.23 0.66
O 1.48688 0.36636 3.54595 0.14 0.02 -0.55
O -0.44177 -2.02229 -1.53009 0.25 0.86 0.82
O -0.06198 2.87329 -0.89576 -0.50 -0.16 -0.03
O -1.17582 -0.51628 -3.20982 -0.25 0.11 0.65
N 3.84684 4.57597 -1.62916 0.00 -0.03 0.05
N -7.21904 -3.11634 5.41669 0.04 0.12 0.14
N 6.99025 7.45450 1.10947 0.00 -0.06 0.02
N 0.66161 -8.37740 -1.29867 -0.06 0.09 0.06
N 0.18132 1.00518 0.42165 -0.93 0.33 0.08
N -4.93911 1.82472 -4.60731 0.06 0.00 0.01
N -3.26159 -0.18871 3.83507 -0.02 -0.06 -0.03
N -0.21218 -4.06453 -6.18187 0.02 -0.02 0.06
N 0.34488 1.11536 1.74642 0.72 -0.51 -0.85
C -8.60831 -1.35893 7.07575 -0.04 0.05 0.04
C 0.31324 -5.41340 -3.80155 0.05 -0.04 0.12
C 2.77433 2.49222 3.40413 -0.04 0.04 0.21
C 3.87233 -1.13991 -1.57101 -0.66 -0.30 -0.04
C 0.81582 0.15950 -0.35974 0.66 -0.46 -0.85
C 5.85525 7.61276 3.64752 -0.02 -0.01 0.06
C -4.94115 -0.21260 -6.50681 -0.02 -0.03 -0.06
C -8.96451 -1.50428 5.74598 0.02 -0.02 0.01
C -8.24195 -2.39312 4.96464 0.02 -0.07 -0.14
C 7.57791 8.13661 2.09048 0.07 0.02 -0.08
C -0.14951 4.65299 -2.50543 -0.06 -0.31 -0.04
C 1.66191 1.69216 4.08514 0.21 0.61 0.42
C -5.58877 0.98572 -6.75529 0.03 -0.02 0.04
C -1.29137 -9.14092 -0.13602 0.02 0.01 0.01
C 0.72763 4.73120 -3.76260 -0.20 0.69 0.76
C -0.61538 3.23369 -2.18375 0.89 0.37 -0.16
C -0.45196 -9.10539 -1.23934 0.04 -0.03 -0.12
C -1.69006 -1.95410 3.43160 -0.01 0.03 -0.04
C -0.56168 -3.55268 -5.00417 -0.02 0.07 -0.06
C 0.68236 -5.96178 -5.01782 0.01 0.03 -0.02
C 1.25749 0.31007 2.22924 0.01 0.36 1.49
C 5.41021 3.28753 -0.34728 -0.04 0.02 -0.01
C 7.05591 8.24562 3.37077 -0.03 -0.02 -0.02
C 5.22981 6.89924 2.63802 0.08 0.03 0.03
C -0.79533 1.96574 -0.15637 0.26 0.80 -0.11
C -4.08466 -1.09256 4.36256 -0.08 0.09 0.03
C -2.55976 -2.88134 3.98574 0.02 -0.06 -0.01
C 4.84339 5.40367 -1.94199 -0.08 0.02 -0.08
C -4.29176 -0.38023 -5.29435 0.03 -0.03 0.04
C 6.43352 4.15821 -0.68372 0.11 -0.05 -0.02
C -0.32294 -4.18074 -3.78978 0.04 -0.11 -0.10
C 1.80509 -0.70724 0.13858 -0.11 -0.18 0.00
C -7.54884 -2.10366 7.56673 0.01 0.00 0.01
C 4.14151 3.54179 -0.84512 -0.11 -0.02 0.00
C -4.32677 0.66610 -4.38803 0.06 0.04 0.02
C -2.08940 -0.62767 3.38385 0.00 0.03 -0.03
C 0.96917 -7.65095 -0.22537 0.08 0.02 -0.07
C 2.03334 -0.60495 1.46657 0.06 0.20 0.50
C -6.89056 -2.96133 6.70008 0.05 -0.09 -0.10
C -5.55670 1.96950 -5.77706 -0.04 0.10 0.02
C -3.78293 -2.44400 4.46288 0.03 -0.03 0.03
C -0.95425 -8.38043 0.97069 -0.04 0.01 0.06
C 5.83908 6.85086 1.39305 -0.04 0.11 0.13
C 0.39807 -5.24801 -6.17383 -0.01 0.02 -0.08
C 6.14626 5.24093 -1.49645 0.06 -0.10 -0.17
C 0.20166 -7.61783 0.92868 -0.02 0.00 -0.02
B -0.39722 -0.78882 -2.13071 -0.05 -0.58 -0.78
B 2.68474 -1.72655 -0.73081 0.61 0.17 -0.38
H 1.17896 -6.92061 -5.07099 0.00 -0.01 -0.01
H -1.69784 3.14408 -2.20438 -0.19 -0.09 0.21
H 8.51326 8.61929 1.83046 0.01 0.02 0.05
H 6.91561 5.94524 -1.77873 -0.02 0.05 0.04
H 1.75693 4.69865 -3.42839 0.34 -0.38 -0.23
H 0.50406 -7.01136 1.77147 0.03 0.00 0.00
H -1.44201 0.13343 2.96330 0.02 -0.02 0.05
H 0.73578 2.25154 4.07818 -0.37 -0.12 -0.22
H -6.04802 2.92306 -5.93235 -0.02 -0.02 -0.05
H -6.10812 1.15765 -7.68742 -0.01 0.02 0.00
H 3.46651 -0.52294 -2.37505 0.05 0.27 -0.06
H 5.41434 7.67586 4.63419 0.00 0.01 0.00
H -0.72201 -2.25417 3.04795 0.01 0.01 0.03
H -4.94151 -1.00372 -7.24492 0.00 0.00 0.00
H -9.78527 -0.94327 5.32149 0.00 -0.01 -0.02
H -5.03395 -0.71081 4.72151 -0.02 -0.07 0.02
H 4.57612 6.23872 -2.57967 0.05 0.02 0.00
H 4.42002 -1.95258 -2.03217 0.30 -0.07 -0.05
H 0.51785 -5.94104 -2.87700 -0.03 -0.06 -0.02
H -0.16283 2.57156 -2.91695 -0.17 -0.40 -0.12
H 3.30398 1.92757 2.64347 -0.04 -0.10 -0.22
H 0.59714 5.71526 -4.19656 -0.04 0.05 -0.43
H -3.83732 0.57933 -3.42003 -0.06 -0.09 0.02
H -7.23813 -2.02251 8.59907 0.01 -0.02 0.00
H 4.29037 6.39102 2.80933 -0.01 0.00 -0.03
H 0.50905 3.95458 -4.48262 -0.02 -0.06 -0.26
H -1.05849 -2.58838 -5.04155 0.00 0.01 0.06
H 5.59122 2.43063 0.28848 0.00 -0.01 0.00
H 5.38522 6.30911 0.57875 -0.16 -0.05 -0.01
H 2.38898 3.41242 2.98477 -0.07 0.08 -0.35
H -1.58166 -8.38308 1.85276 0.00 -0.01 0.00
H 4.34368 -0.92665 1.87664 -0.17 0.14 -0.15
H -1.73208 0.25207 -3.04399 0.11 0.41 -0.70
H -0.62716 -3.71821 -2.86406 -0.03 -0.09 -0.10
H -9.14806 -0.67707 7.71989 0.00 0.00 0.00
H -6.05400 -3.56107 7.04312 -0.01 0.01 0.08
H -1.27799 2.47626 0.66974 0.03 -0.26 0.46
H -2.28722 -3.92721 4.04480 0.00 0.00 0.01
H 0.45972 4.97181 -1.66803 0.01 0.14 0.25
H -8.49170 -2.54015 3.91962 -0.04 0.04 0.00
H 2.14437 -3.31303 -1.63642 0.37 -0.61 -0.04
H 1.88118 -7.06760 -0.30057 0.00 0.01 0.06
H -1.00518 5.31941 -2.54246 -0.12 0.09 -0.15
H 7.57760 8.81267 4.12889 0.02 0.01 -0.01
H 1.91591 1.55287 5.12510 -0.01 -0.42 0.19
H -2.18398 -9.75056 -0.14594 0.00 -0.02 -0.02
H -3.77215 -1.29912 -5.05790 0.01 0.01 0.01
H 7.43830 3.99898 -0.31499 0.00 0.02 0.01
H -1.27559 -2.11254 -1.05594 -0.19 -0.62 -0.16
H -1.56640 1.44682 -0.72098 0.07 -0.30 -0.20
H 4.53720 -0.52119 -0.97663 0.15 0.18 0.03
H 3.52410 2.78636 4.12820 0.15 -0.02 0.20
H -0.67664 -9.68906 -2.12498 -0.05 -0.02 0.02
H 0.67148 -5.63906 -7.14739 0.01 -0.05 0.02
H 3.30869 2.88408 -0.60833 0.01 -0.02 0.03
H -4.49367 -3.12966 4.90299 -0.07 0.03 -0.05

(2)
113
Properties=species:S:1:pos:R:3:forces:R:3 method="wB97M-V/def2-TZVPD" charge=+1 e_homo_ev=-11.0 orbital_gap_ev=8.51 total_energy_ev=-78242.89660
S 5.47865 -2.56462 2.26965 -0.83 0.13 -0.02
O 6.13327 -3.66940 1.73021 1.21 -2.23 -0.51
O -7.10571 4.83342 -6.89511 -0.02 0.12 -0.11
O 1.53318 -1.25027 -4.08082 0.10 -0.08 -0.04
O -6.44415 0.83252 -3.39803 0.02 -0.10 0.09
O 5.25515 -1.47103 1.40949 -0.64 1.95 -0.09
O 5.92500 -3.59651 -6.04758 0.22 -0.11 -0.08
O 6.27278 -1.99852 3.49192 0.01 0.16 0.60
N 0.19337 0.35921 1.70097 0.12 0.07 0.06
N 0.94276 1.02960 10.60992 0.07 0.88 0.15
N 2.38936 0.36175 2.56258 -0.38 0.92 -0.50
C 2.42012 1.68510 3.25690 0.33 -0.11 -0.08
C 3.70809 -2.91132 -6.44379 -0.06 0.10 0.21
C -8.87533 2.67186 -7.06342 -0.09 -0.01 -0.09
C -3.74949 4.01166 -3.29601 0.02 0.07 -0.04
C -7.84749 2.72834 -6.13493 0.19 -0.02 0.20
C -5.66468 2.90045 -4.21248 -0.19 -0.01 -0.17
C 3.72216 -2.01134 -3.67248 0.09 -0.07 -0.07
C 4.85816 -2.64648 -4.17858 -0.34 0.09 -0.16
C 3.72597 -3.35190 -7.75694 -0.02 -0.06 -0.16
C 5.92050 -2.44757 -2.04706 0.04 0.05 0.21
C 0.38311 1.21007 8.27361 0.77 0.42 -0.01
C -7.66367 1.67504 -5.23342 0.13 0.20 -0.02
C 2.50583 1.45107 4.72945 -0.06 -0.44 0.81
C 0.79448 2.72576 6.23787 1.15 0.44 0.67
C -5.81907 3.93224 -5.14059 -0.11 -0.20 0.03
C 1.70994 0.18086 5.04627 -0.09 0.46 -0.94
C -3.88950 5.02880 -4.23376 0.04 -0.03 0.06
C 2.51894 -1.80918 -4.52554 -0.27 0.17 0.14
C -4.63487 2.95041 -3.28654 0.16 0.03 0.13
C -2.80344 -0.96356 -0.19219 0.63 0.37 -0.60
C 3.95686 -3.08715 2.98672 0.31 -0.06 -0.16
C 3.70531 -1.57710 -2.35088 0.01 -0.01 0.09
C 1.21989 -1.78674 2.57473 0.90 0.55 -0.73
C 2.55559 -2.31611 -5.92287 0.23 -0.06 0.13
C -4.92461 4.99210 -5.14995 0.10 0.10 0.02
C -6.58316 1.72393 -4.20815 -0.01 0.01 -0.02
C 1.02463 -0.27511 2.67651 -0.17 -0.61 0.04
C -6.94198 3.91483 -6.12586 0.00 -0.05 0.03
C 2.88201 -3.48590 2.01090 -0.12 0.47 -0.26
C 2.11217 -2.29596 1.45003 -0.02 -0.64 0.68
C 2.15536 2.69651 5.54523 -0.71 -0.44 -1.01
C -3.29114 0.27492 -0.90797 -0.10 -0.58 0.39
C -1.33071 -0.87985 0.16529 -0.35 -0.92 0.44
C 0.88292 2.54192 7.75048 -1.03 -0.32 -0.30
C 4.80297 -1.79433 -1.53760 0.07 0.01 0.08
C -1.13359 -0.25353 1.50878 0.40 1.36 -0.48
C 0.54190 0.03387 4.08130 0.27 -0.40 0.56
C 4.92076 -3.09490 -5.60137 -0.09 0.04 0.04
C 2.59700 -3.21712 -8.54354 -0.08 0.01 -0.04
C -8.49669 0.56730 -5.28560 -0.07 -0.09 0.01
C 1.42781 -2.19067 -6.71547 -0.10 -0.01 -0.14
C -9.70465 1.56718 -7.10621 -0.04 -0.10 0.03
C 5.95040 -2.86528 -3.35984 0.26 -0.09 0.07
C 1.44532 -2.64250 -8.02022 0.04 -0.05 -0.13
C -0.15881 1.26082 9.67667 0.76 -1.26 0.00
C -9.51120 0.51213 -6.22172 -0.07 0.04 -0.09
H 3.27435 2.19424 2.87735 0.75 0.54 -0.20
H 0.65320 0.50610 0.81763 0.06 -0.27 -0.35
H -8.34443 -0.24734 -4.59408 0.07 0.00 0.09
H 0.59727 1.08683 11.55317 0.03 0.08 0.36
H 0.56075 -2.54603 -8.63358 -0.03 0.00 -0.04
H 1.27075 0.09164 10.48860 0.25 -0.50 -0.02
H 1.56132 2.24958 2.96605 -0.79 0.08 -0.32
H 0.28871 -2.30664 2.56564 -0.83 -0.15 -0.01
H 3.53423 1.22916 4.93065 0.81 -0.19 0.22
H 1.71444 -2.08224 3.47979 -0.02 -0.13 0.79
H -5.04231 5.78116 -5.87718 -0.09 0.01 -0.07
H 3.11028 -0.25123 2.91888 0.31 -0.19 0.24
H 2.82467 -1.07593 -1.96970 -0.06 -0.01 -0.11
H -10.50329 1.52367 -7.83260 -0.04 -0.01 -0.04
H 2.18685 -4.06465 2.58033 -0.55 -0.63 0.33
H -1.36012 -0.91948 2.31068 -0.12 -0.57 0.58
H 6.57127 -2.75743 4.00966 0.42 -0.03 0.29
H -3.02112 1.16709 -0.38406 -0.03 0.76 0.40
H -1.84479 0.54445 1.55261 -0.59 0.62 0.38
H 2.17982 3.52081 4.86065 0.15 0.68 -0.49
H 4.17949 -3.91400 3.62331 0.42 -0.65 0.51
H 1.22289 0.54143 8.30540 0.54 -0.68 -0.02
H -2.94398 4.04659 -2.57513 0.03 0.02 0.02
H 1.38043 0.13168 6.05614 -0.14 0.01 0.81
H 0.08295 2.06329 5.79814 -0.49 -0.54 -0.28
H -0.29801 0.76065 7.58376 -0.88 -0.13 -0.44
H -10.15653 -0.35342 -6.26384 -0.04 -0.04 -0.01
H -4.53030 2.15499 -2.56358 -0.07 -0.08 -0.02
H 6.77332 -2.62819 -1.40781 0.04 0.00 0.06
H 3.63459 -2.29757 3.63139 -0.21 0.65 0.51
H -0.84517 0.44149 9.76863 -1.02 -0.25 0.09
H 2.64535 0.53148 1.59842 -0.07 -0.23 -0.49
H -0.90687 -1.86891 0.16441 0.37 -0.59 -0.07
H -0.04551 -0.79678 4.41048 -0.62 -0.53 0.18
H -0.63762 2.18843 9.89328 -0.41 0.67 0.18
H -2.90212 -1.77095 -0.88191 -0.36 -0.83 -0.35
H 0.41812 3.71096 6.08996 -0.47 0.78 -0.28
H 1.56215 -2.64362 0.60577 -0.54 0.04 -0.71
H 6.81959 -3.36762 -3.75666 0.02 -0.02 -0.12
H 2.35492 -0.66086 4.86250 0.38 -0.62 0.35
H 2.82182 -1.57324 1.11427 0.47 0.60 -0.47
H 1.86351 2.74746 8.10451 0.95 0.11 0.29
H -0.08558 0.89265 4.08139 -0.48 0.77 -0.08
H 2.61090 -3.56404 -9.56674 0.00 -0.02 -0.05
H 2.95094 2.88346 6.22247 0.55 0.14 0.86
H -2.87609 0.32168 -1.88744 0.46 0.09 -0.85
H -3.18988 5.85232 -4.24730 0.03 0.04 0.01
H -9.01804 3.49213 -7.75027 0.07 0.10 -0.01
H 4.82382 -1.47835 -0.49867 -0.15 -0.01 -0.53
H 0.26873 3.29460 8.19686 -0.50 0.62 0.34
H 3.23679 -4.13042 1.23598 0.53 -0.37 -0.52
H -3.41085 -1.16480 0.66639 -0.33 -0.25 0.64
H 4.62235 -3.80185 -8.15567 0.10 -0.03 0.06
H 0.53971 -1.74294 -6.30863 -0.15 0.14 0.17
H -0.82451 -0.33134 -0.59685 0.49 0.60 -0.62
H -4.35091 0.19012 -1.02241 -0.78 0.35 -0.07

Max |F| values, unit eV/A, following the record order: 1.5 2.6.